# 1
A cluster of 10 separate species, C3H25NO12 in total in a non-equilibrium geometry. Source: OMol25; level of theory: ωB97M-V/def2-TZVPD.

Output
SMILES string = N[C@@H](CO)C(=O)O.O.O.O.O.O.O.O.O.O
LUMO energy = 0.3 eV
Energy relative to the best compared isomer or geometry (same formula, charge and spin) = 209.9 kJ/mol

Structure (ORCA input):
```
! wB97M-V def2-TZVPD RIJCOSX def2/J DEFGRID3
* xyz 0 1
O -2.346 -1.539 -2.105
O 1.014 -2.223 0.433
O 3.442 2.333 -0.648
O 2.368 -0.564 0.976
O -1.842 1.108 -2.197
O 2.309 2.036 1.697
O 0.307 3.559 -1.666
O -2.636 -2.549 1.137
O -0.343 -2.243 2.519
O -1.880 1.072 0.339
O -0.054 -3.048 -2.219
O -0.422 2.304 1.923
N 0.504 0.106 -1.173
C 0.257 0.104 0.246
C 1.272 -0.937 0.652
C -1.157 -0.132 0.763
H -1.417 1.797 0.860
H -1.937 1.068 -1.171
H 0.547 1.163 0.636
H -2.831 -1.810 0.534
H -0.182 0.616 -1.694
H 0.617 3.947 -2.442
H 2.863 3.000 -0.867
H 1.729 -2.835 0.868
H -1.575 -1.917 -2.451
H 0.287 -3.091 -1.238
H -3.270 -3.191 0.924
H -1.572 -1.045 0.244
H -1.029 -2.572 1.829
H 2.984 2.417 1.111
H -1.268 -0.174 1.911
H -0.914 -2.028 3.275
H 0.650 -3.560 -2.645
H -2.537 1.699 -2.439
H 0.607 2.184 1.793
H 2.527 1.120 1.838
H 2.785 1.635 -0.623
H -0.451 3.365 1.875
H -0.163 2.732 -1.855
H -2.029 -0.660 -2.029
H 0.502 -0.772 -1.506
*
```

Results of the Löwdin charge analysis, in e, for atoms 1 through 6: number 1, O, carries -0.024; number 2, O, carries 0.060; number 3, O, carries -0.007; number 4, O, carries 0.108; number 5, O, carries -0.104; number 6, O, carries -0.060

# 2
A structure of composition C6H11NO in a non-equilibrium geometry. Source: OMol25; level of theory: ωB97M-V/def2-TZVPD.

Output
LUMO energy = 0.7 eV
Energy relative to the best compared isomer or geometry (same formula, charge and spin) = 871.0 kJ/mol

Structure (ORCA input):
```
! wB97M-V def2-TZVPD RIJCOSX def2/J DEFGRID3
* xyz 0 1
O 0.401 1.007 1.758
N -0.919 0.593 -1.565
C 1.330 0.019 1.070
C -0.462 0.958 -0.194
C -0.312 -1.674 0.154
C -0.806 1.186 1.150
C 0.306 -0.325 -1.690
C 0.309 -0.385 -0.107
H -0.974 -2.194 -0.730
H 2.288 0.649 0.881
H -0.988 2.441 1.090
H 0.730 -2.501 0.835
H 0.152 1.772 -0.532
H -1.714 0.833 1.780
H 1.063 0.015 -2.321
H -1.311 -1.395 1.135
H -0.064 -1.394 -2.000
H -0.849 1.296 -2.424
H 1.819 -0.902 1.712
*
```

Results of the Löwdin charge analysis, in e, for atoms 1 through 6: number 1, O, carries -0.146; number 2, N, carries -0.013; number 3, C, carries -0.059; number 4, C, carries -0.337; number 5, C, carries -0.092; number 6, C, carries -0.285

# 3
A structure of composition C51H129Br4Cl4N10O12V in a non-equilibrium geometry. Source: OMol25; level of theory: ωB97M-V/def2-TZVPD.

Output
Expectation value of S² = 0.7545
LUMO energy (spin up / spin down) = 1.5 / 1.5 eV

Structure (ORCA input):
```
! wB97M-V def2-TZVPD RIJCOSX def2/J DEFGRID3
* xyz -1 2
Br 0.490 4.281 -4.405
Br -6.574 4.716 -2.949
Br -3.435 3.710 -6.793
Br -4.739 0.477 -3.800
V -2.867 -1.498 1.764
Cl -1.968 6.177 0.097
Cl 6.987 -3.348 1.875
Cl 4.691 -4.037 0.150
Cl -3.237 4.726 -2.275
O 4.270 5.329 -1.996
O -2.257 -2.845 -7.017
O 4.858 4.167 0.990
O -4.097 -1.393 2.790
O 5.750 0.610 6.427
O -4.135 -3.905 -2.040
O -2.116 1.933 5.551
O 2.005 -3.120 5.396
O -1.562 -1.875 2.640
O -4.619 2.250 0.523
O -1.656 -1.098 -0.254
O -2.034 -5.555 -0.751
N 4.303 -0.327 3.055
N -4.585 -0.530 0.146
N -0.406 -0.329 -0.384
N -2.527 0.885 1.926
N -4.627 -6.598 -2.630
N 5.705 6.887 0.012
N 2.346 5.091 0.136
N 0.992 -1.671 -5.778
N -3.554 -3.619 0.987
N 4.074 -5.446 3.302
C -6.773 -0.918 0.975
C -1.780 5.557 -1.588
C 3.638 -4.780 4.488
C -5.878 0.167 0.338
C 0.907 -1.039 -0.277
C 1.989 0.093 -0.070
C 4.966 -4.191 5.058
C -3.121 -3.182 -2.646
C 1.181 -2.045 -1.415
C 1.514 4.885 2.458
C 7.820 6.347 -0.860
C -2.847 1.433 4.448
C 3.664 4.241 -2.703
C 1.122 -2.083 5.037
C 6.272 -0.612 7.023
C -1.303 2.705 2.853
C 5.299 -0.273 4.137
C 0.087 -3.767 -5.530
C -1.861 3.255 -5.700
C 2.583 -3.668 4.176
C -2.484 -5.826 0.525
C 2.030 1.147 -1.133
C -1.308 -1.920 -6.547
C -0.621 -5.219 -0.729
C -0.875 4.419 -5.830
C -2.774 1.799 6.812
C -5.989 -6.192 -4.502
C 6.638 0.252 3.618
C -3.299 -5.088 2.828
C -5.709 1.476 1.084
C 1.135 -1.731 1.136
C -5.173 -4.240 -2.993
C 4.741 0.400 5.450
C -1.911 1.337 3.213
C -5.808 3.117 -3.936
C 5.695 5.214 -1.862
C -4.869 -5.610 -3.655
C -3.572 -2.292 -7.207
C -0.565 0.355 -2.894
C 3.744 4.004 1.882
C -1.824 1.723 -1.155
C 6.320 6.484 -1.214
C -5.617 2.044 -2.892
C -2.686 -4.652 1.505
C 2.724 5.112 1.513
C 0.025 -2.516 -6.406
C 5.738 -2.728 0.719
C -0.552 0.840 -1.379
C 0.628 1.776 -1.188
C -4.664 3.644 0.978
C 5.925 3.222 1.233
H 0.324 -0.177 -3.232
H 1.099 3.887 2.317
H 0.525 -1.871 5.925
H 3.452 -0.728 3.421
H -2.757 1.168 -1.057
H 4.622 -3.665 5.948
H 0.310 -2.830 -7.410
H 3.163 -5.545 5.102
H -1.468 -0.247 -3.000
H -3.211 0.442 4.720
H 3.890 -0.175 5.814
H 1.797 5.018 3.502
H -2.080 2.000 7.628
H -1.602 -1.507 -5.583
H 8.194 7.322 -0.548
H 0.396 -2.525 1.245
H 4.394 1.412 5.241
H -1.737 -4.138 1.653
H -5.730 -7.028 -5.152
H -7.819 -0.661 0.803
H -3.727 2.053 4.278
H 6.203 5.048 -2.812
H 7.981 5.636 -0.050
H 6.857 -0.411 7.920
H -4.239 -2.875 -7.842
H 7.039 -0.409 2.849
H -0.417 -4.261 -0.251
H -6.472 -1.914 0.649
H -4.511 -3.867 1.193
H -0.262 -5.039 -1.742
H -5.562 4.177 0.667
H -1.424 2.334 -6.087
H -6.140 -4.399 -2.517
H -4.650 3.672 2.068
H -3.402 -4.304 3.578
H 4.657 -6.219 3.590
H 5.678 -4.939 5.406
H 2.312 0.722 -2.097
H 4.120 0.617 2.746
H -4.831 3.343 -4.365
H -2.753 -5.947 3.218
H 1.857 -4.170 3.536
H -3.243 1.538 1.641
H -6.296 0.453 -0.627
H -1.856 -6.602 0.963
H 3.116 6.125 1.601
H -5.072 2.470 -2.050
H -0.722 2.712 1.931
H 1.548 -1.558 -2.318
H -1.466 6.431 -2.158
H 6.770 3.464 0.588
H -3.450 -1.330 -7.704
H 7.308 0.248 4.478
H -3.305 -2.326 -3.295
H -0.956 4.844 -1.585
H -2.122 3.386 2.620
H -0.373 4.595 -6.782
H -2.417 -2.844 -1.886
H -0.593 -4.495 -5.973
H -6.520 2.836 -4.712
H -6.608 1.757 -2.542
H 0.252 -2.548 -1.683
H -1.785 2.499 -1.920
H -6.601 2.096 1.169
H 5.523 -1.313 7.391
H 5.147 -1.904 1.121
H 5.594 2.186 1.162
H -3.992 0.222 -0.176
H 4.133 3.902 2.895
H 6.611 1.286 3.276
H -5.356 1.314 2.103
H 3.937 3.311 -2.206
H -4.744 -1.062 -0.698
H 0.792 -1.524 -4.799
H 2.973 -0.338 0.117
H -3.587 -3.762 -0.012
H 6.917 -1.115 6.302
H -3.833 4.225 0.577
H -5.390 -3.490 -3.753
H 6.240 3.320 2.272
H -0.688 1.183 -3.593
H 3.247 5.152 -0.318
H -6.650 -1.090 2.044
H 1.745 -1.258 4.694
H -3.034 0.752 6.963
H -1.798 2.200 -0.176
H 1.109 -1.100 2.025
H 2.587 4.401 -2.640
H 2.964 -2.925 3.475
H 0.723 5.607 2.252
H 1.043 -0.773 -6.237
H 2.731 1.932 -0.852
H 0.480 2.299 -0.243
H -2.520 -3.719 -3.381
H 5.733 6.132 0.682
H 0.376 -2.354 4.290
H 0.639 2.545 -1.960
H 1.676 0.574 0.857
H 5.516 -1.290 4.465
H -5.409 -6.754 -2.010
H -4.011 -6.083 -2.017
H -1.341 5.387 -5.648
H 6.305 7.392 -1.817
H -3.935 -5.527 -4.209
H 8.415 5.922 -1.668
H -6.840 -6.387 -3.849
H -3.450 -6.285 0.316
H -4.260 -5.567 2.639
H 4.707 6.804 -0.119
H 2.007 -2.712 -1.167
H 5.452 -3.470 4.402
H 2.127 -2.182 1.104
H -2.111 3.109 -4.649
H 4.741 -4.782 2.937
H -1.065 0.677 3.406
H -1.837 0.865 1.188
H -3.671 2.410 6.922
H -0.706 3.111 3.669
H 5.876 4.353 -1.219
H 3.956 4.257 -3.753
H 1.062 -4.233 -5.387
H -4.124 -2.022 -6.307
H -0.140 -5.994 -0.131
H 3.202 3.060 1.817
H 6.325 -2.331 -0.109
H -1.236 -1.107 -7.270
H -6.430 -5.395 -5.101
H 2.134 4.183 -0.252
H -0.274 -3.500 -4.537
*
```

Results of the Löwdin charge analysis, in e, for atoms 1 through 6: number 1, Br, carries 0.694; number 2, Br, carries 0.550; number 3, Br, carries 0.641; number 4, Br, carries 0.617; number 5, V, carries 0.662; number 6, Cl, carries 0.515

# 4
The ion CH2NO2S with charge -1 in a non-equilibrium geometry. Source: OMol25; level of theory: ωB97M-V/def2-TZVPD.

Output
LUMO energy = 4.3 eV
Energy relative to the best compared isomer or geometry (same formula, charge and spin) = 155.9 kJ/mol

Structure (ORCA input):
```
! wB97M-V def2-TZVPD RIJCOSX def2/J DEFGRID3
* xyz -1 1
S -2.610 0.028 -0.371
O -3.368 -1.269 -0.237
O -3.016 1.031 0.675
N -0.011 0.431 0.360
C -1.009 -0.283 0.639
H 0.638 0.677 1.185
H -1.102 -0.512 1.708
*
```

Results of the Löwdin charge analysis, in e, for atoms 1 through 6: number 1, S, carries 0.613; number 2, O, carries -0.628; number 3, O, carries -0.600; number 4, N, carries -0.064; number 5, C, carries -0.423; number 6, H, carries 0.043

# 5
A structure of composition C55H57BrCaClN6O4PS2SbSi3 in a non-equilibrium geometry. Source: OMol25; level of theory: ωB97M-V/def2-TZVPD.

Output
LUMO energy = 1.3 eV

Structure (ORCA input):
```
! wB97M-V def2-TZVPD RIJCOSX def2/J DEFGRID3
* xyz -1 1
Sb -0.184 -2.941 -1.846
Br -7.268 1.029 -0.483
Ca 0.231 -0.064 0.139
Cl -1.687 -2.183 0.918
S 2.367 1.195 -1.652
S 3.637 -2.890 7.455
P -0.462 2.876 -1.803
Si 1.765 -4.613 -1.905
Si -1.957 -4.753 -1.680
Si -0.074 -2.589 -4.387
O 1.598 -0.080 -1.621
O 1.883 2.106 -0.616
O 3.795 0.973 -1.666
O -1.415 -0.026 -1.339
N 1.558 -1.854 1.868
N -0.430 -0.943 3.435
N -1.040 1.491 1.275
N 4.013 -3.018 5.894
N 2.166 -2.241 7.332
N 1.666 1.019 1.803
C 1.647 2.597 3.636
C 3.034 2.391 3.799
C 0.926 3.477 4.487
C 0.699 -1.548 5.450
C -1.028 5.962 0.818
C -0.416 2.165 2.362
C 0.630 -1.442 4.064
C -0.398 -1.142 6.204
C -3.644 -4.017 -1.898
C -3.475 2.219 -4.437
C -1.960 3.229 -2.830
C 2.533 -2.312 1.093
C -2.808 4.331 -2.764
C -0.194 -4.077 -5.507
C 2.959 0.897 1.957
C -1.883 -5.579 -0.015
C 1.994 -6.105 -3.011
C 0.669 3.765 -4.265
C 0.994 1.913 2.593
C 1.814 -5.372 -0.180
C -3.986 4.368 -3.507
C -1.052 3.053 3.180
C 1.598 -1.817 -4.726
C 3.700 1.569 2.948
C 2.667 2.886 -5.275
C -1.485 -0.606 4.153
C 2.856 2.059 -4.177
C 2.986 -2.541 5.214
C -4.327 3.313 -4.339
C 1.921 -2.093 6.043
C 0.973 5.158 -0.925
C 1.739 -1.933 3.192
C -1.220 4.863 -0.007
C -5.409 0.671 -0.687
C 0.176 6.656 0.785
C -0.392 3.697 4.254
C 0.817 2.935 -3.160
C -2.317 1.547 1.091
C -3.644 -0.394 -1.919
C 1.582 3.748 -5.311
C 1.178 6.245 -0.083
C 2.887 -2.475 3.753
C 3.908 -2.934 2.923
C -2.315 2.177 -3.683
C -1.362 -1.403 -5.040
C -0.230 4.456 -0.905
C -1.792 -6.142 -2.916
C 3.729 -2.853 1.565
C -1.519 -0.685 5.547
C 1.940 2.081 -3.136
C -4.971 -0.155 -1.746
C 3.339 -3.609 -2.163
C -3.112 0.965 0.038
C -4.505 1.196 0.180
C -2.634 0.170 -1.069
H 4.803 -3.355 3.363
H 3.709 -3.746 -3.183
H -1.803 -5.808 -3.953
H -0.356 -1.214 7.284
H -0.178 4.440 -4.303
H 3.002 -6.490 -2.820
H -2.339 -1.509 -4.565
H -5.698 -0.598 -2.415
H 0.334 7.504 1.440
H 2.372 -2.223 0.022
H 1.766 4.837 -1.589
H -4.398 -4.789 -1.706
H -3.723 1.385 -5.083
H 2.846 -5.584 0.120
H -5.254 3.336 -4.898
H -3.791 -3.199 -1.188
H -2.404 -0.380 6.088
H -1.815 6.268 1.496
H -2.771 -6.210 0.106
H 3.471 0.226 1.274
H 1.899 -1.156 -3.909
H 3.551 2.909 4.599
H -0.951 4.379 4.883
H 4.768 1.413 3.018
H -1.040 -0.368 -4.900
H 1.447 4.414 -6.154
H -1.678 1.300 -3.732
H 1.570 -1.230 -5.651
H -3.798 -3.626 -2.909
H -1.483 -1.584 -6.113
H -1.861 -4.834 0.783
H -4.637 5.231 -3.431
H 3.378 2.869 -6.092
H 4.122 -3.950 -1.476
H -0.996 -6.210 0.075
H -4.849 1.800 1.012
H 1.921 -5.883 -4.075
H -0.868 -6.700 -2.760
H -1.213 -4.469 -5.551
H 2.130 6.762 -0.099
H 3.203 -2.534 -2.017
H 0.455 -4.893 -5.191
H -2.147 4.301 0.060
H -2.632 -6.831 -2.767
H -2.555 5.181 -2.145
H 1.280 -6.898 -2.789
H 4.479 -3.191 0.864
H 1.446 3.974 5.296
H 0.098 -3.775 -6.520
H -3.293 -1.033 -2.718
H 3.716 1.409 -4.104
H 2.368 -2.588 -4.829
H 1.262 -6.316 -0.182
H 1.357 -4.740 0.585
H -2.932 2.086 1.819
H -2.091 3.301 3.009
H -2.345 -0.255 3.591
*
```

Results of the Löwdin charge analysis, in e, for atoms 1 through 6: number 1, Sb, carries 0.908; number 2, Br, carries 0.664; number 3, Ca, carries 1.103; number 4, Cl, carries -0.155; number 5, S, carries 0.438; number 6, S, carries 0.971

# 6
A cluster of 2 separate species, C4H10OS in total in a non-equilibrium geometry. Source: OMol25; level of theory: ωB97M-V/def2-TZVPD.

Output
Expectation value of S² = 0.7545
LUMO energy (spin up / spin down) = -4.3 / -8.3 eV
Energy relative to the best compared isomer or geometry (same formula, charge and spin) = 25.7 kJ/mol

Structure (ORCA input):
```
! wB97M-V def2-TZVPD RIJCOSX def2/J DEFGRID3
* xyz 1 2
S 2.231 1.789 -1.419
O -1.985 0.754 -0.516
C -1.269 -0.387 -0.451
C -0.803 -2.628 0.530
C -1.535 -1.335 0.497
C 1.627 2.336 0.211
H -0.078 -2.802 -0.266
H 1.974 1.649 0.985
H 1.997 3.337 0.430
H -1.654 1.269 -1.275
H 3.487 1.605 -1.099
H -0.445 -0.581 -1.129
H 0.536 2.324 0.209
H -2.254 -1.147 1.282
H -0.319 -2.716 1.507
H -1.512 -3.469 0.504
*
```

Results of the Löwdin charge analysis, in e, for atoms 1 through 6: number 1, S, carries 0.620; number 2, O, carries 0.170; number 3, C, carries -0.031; number 4, C, carries -0.022; number 5, C, carries 0.049; number 6, C, carries -0.483